Computed, not measured: a cluster of 2 separate species, C5H11NO in total in a non-equilibrium geometry, with ωB97M-V/def2-TZVPD.

ΔE to the lowest compared entry with this formula, charge and spin   28.3 kcal per mole
SMILES   CNC(C)=O.C=C
Lowest unoccupied orbital energy   0.9243 eV
Kohn-Sham gap   10.62 eV
HOMO   -0.356 Ha

Last column: natural (NBO) charge in e.
Cartesian coordinates (Å):
C (-1.744, -0.967, -0.184)  -0.71
C (-1.055, 0.378, -0.221)  0.68
C (0.345, 1.923, -1.514)  -0.42
C (1.782, -1.069, 1.062)  -0.41
C (1.100, -0.911, 2.199)  -0.39
H (-1.973, -1.327, -1.194)  0.20
H (-2.673, -0.845, 0.370)  0.24
H (-1.114, -1.692, 0.355)  0.25
H (-0.499, 0.045, -2.119)  0.39
H (0.038, 2.613, -0.728)  0.24
H (1.416, 1.739, -1.414)  0.19
H (0.117, 2.367, -2.460)  0.20
H (2.549, -1.860, 1.025)  0.19
H (1.561, -0.494, 0.139)  0.19
H (1.341, -1.543, 3.046)  0.19
H (0.318, -0.190, 2.283)  0.22
N (-0.449, 0.729, -1.394)  -0.62
O (-1.060, 1.104, 0.749)  -0.64

***

Computed, not measured: the ion CH3O4 with charge +1 in a non-equilibrium geometry, with ωB97M-V/def2-TZVPD.

ΔE to the lowest compared entry with this formula, charge and spin   0.0 kcal per mole
Lowest unoccupied orbital energy   -4.6854 eV
Charge   +1
Kohn-Sham gap   12.96 eV
HOMO   -0.649 Ha

Last column: natural (NBO) charge in e.
Cartesian coordinates (Å):
C (-0.191, 0.537, -0.406)  1.06
O (0.542, -0.436, -0.871)  -0.18
O (-0.251, 1.527, -1.177)  -0.57
O (-0.770, 0.502, 0.756)  -0.60
O (0.861, -1.499, 0.061)  -0.38
H (0.953, -2.309, -0.486)  0.53
H (-0.402, -0.206, 1.424)  0.58
H (-1.047, 2.130, -1.122)  0.57

***

Computed, not measured: a cluster of 2 separate species, CH2O3 in total in a non-equilibrium geometry, with ωB97M-V/def2-TZVPD.

ΔE to the lowest compared entry with this formula, charge and spin   148.3 kcal per mole
Lowest unoccupied orbital energy   0.6885 eV
Kohn-Sham gap   12.27 eV
HOMO   -0.426 Ha

Last column: natural (NBO) charge in e.
Cartesian coordinates (Å):
C (-0.176, 0.204, -1.917)  0.50
O (0.757, -0.505, -1.476)  -0.24
O (0.832, 0.941, -1.406)  -0.26
O (-0.622, -0.190, 1.264)  -0.95
H (-0.212, -0.958, 1.522)  0.47
H (-0.580, 0.508, 2.013)  0.48